{
  "formula": "C15H11F6I2N3O5PrS2",
  "method": "ωB97M-V with the def2-TZVPD basis set",
  "species": ["Pr", "I", "C", "C", "C", "I", "C", "O", "C", "C", "N", "C", "C", "C", "C", "C", "C", "N", "C", "H", "H", "H", "H", "H", "H", "H", "H", "H", "H", "H", "F", "C", "F", "F", "S", "O", "O", "N", "S", "O", "O", "C", "F", "F", "F"],
  "coordinates": [[0.7259, -0.7313, -0.8757], [-5.2644, -0.5108, 3.0399], [-3.8963, -0.7447, 1.5131], [-3.0948, -1.8784, 1.4919], [-2.1614, -2.0488, 0.4738], [-0.7177, -3.5023, 0.5522], [-2.0881, -1.1101, -0.5532], [-1.2039, -1.2896, -1.5801], [-2.7624, 0.1023, -0.4368], [-2.2230, 1.2562, -1.2181], [-0.8494, 1.5299, -0.6843], [-0.8800, 2.0223, 0.7100], [-0.5372, 1.0029, 1.7751], [-1.1244, 1.0648, 3.0295], [-0.6722, 0.2155, 4.0264], [0.3639, -0.6672, 3.7648], [0.8843, -0.6877, 2.4851], [0.4349, 0.1172, 1.5152], [-3.6990, 0.2646, 0.5740], [-3.1787, -2.6112, 2.2838], [-2.8512, 2.1415, -1.0928], [-2.1334, 1.0422, -2.2815], [-0.4386, 2.2592, -1.2575], [-1.8521, 2.4600, 0.9492], [-0.1511, 2.8322, 0.7924], [-1.9222, 1.7725, 3.2124], [-1.1245, 0.2503, 5.0091], [0.7577, -1.3284, 4.5228], [1.6942, -1.3592, 2.2218], [-4.2357, 1.2022, 0.6571], [2.3693, 2.0601, -1.0261], [2.7155, 2.3220, -2.2910], [1.8686, 3.2108, -2.7690], [3.9420, 2.7853, -2.3289], [2.5985, 0.8006, -3.3391], [1.2958, 0.2277, -2.8585], [2.6830, 1.2535, -4.6743], [3.8072, -0.1724, -2.9846], [3.8589, -1.1599, -1.7699], [5.1680, -1.5933, -1.4650], [2.9819, -0.6513, -0.6580], [2.9300, -2.7426, -2.1103], [1.6879, -2.5074, -2.5952], [3.5498, -3.6093, -2.8568], [2.7445, -3.2896, -0.8929]],
  "atomic_forces_ev_per_a": [[-2.3, 0.3, 1.3], [-0.2, 0.1, 0.2], [0.3, -0.1, -0.3], [0.1, -0.1, 0.1], [-0.9, 0.7, 0.2], [0.3, -0.7, 0.0], [1.3, -0.5, -1.0], [-0.9, 0.1, 0.5], [-0.4, 0.1, 0.3], [0.1, 0.1, 0.0], [0.1, -0.1, 0.1], [0.0, 0.1, -0.1], [0.0, 0.0, 0.1], [0.0, 0.0, -0.1], [-0.1, 0.0, 0.1], [0.0, 0.0, -0.1], [-0.2, 0.1, 0.2], [0.1, 0.1, -0.3], [0.1, 0.0, 0.0], [0.0, 0.0, 0.0], [-0.1, 0.0, 0.0], [0.0, -0.1, 0.0], [0.0, 0.0, -0.1], [0.0, 0.0, 0.0], [0.1, 0.0, 0.0], [0.0, 0.0, 0.0], [0.0, 0.0, 0.0], [0.0, 0.0, 0.0], [0.0, 0.0, 0.0], [0.0, 0.0, 0.0], [-0.1, -0.2, 0.3], [0.4, 0.0, -0.1], [-0.2, 0.2, -0.1], [0.1, 0.1, 0.1], [-0.5, -1.0, 0.2], [1.3, 1.0, -1.0], [-0.1, -0.1, 0.1], [-0.3, 0.0, 0.0], [-0.2, 0.7, 0.4], [-0.1, 0.1, 0.1], [1.8, -0.5, -0.8], [0.2, -0.8, 0.5], [0.1, 0.1, -0.3], [0.0, 0.4, -0.3], [0.0, 0.1, -0.1]],
  "homo_energy_ev": [-11.35, -11.36],
  "charge": 1,
  "spin_multiplicity": 3
}